Entry from OMol25: one molecule with the formula C21H26N4O3 (ωB97M-V/def2-TZVPD).

The value obtained for the HOMO energy is -8.3 eV. Its net charge is 0. For the molar mass, the calculation gives 382.5 g mol⁻¹. The energy above the lowest of the compared OMol25 structures with the same formula, charge and spin is 135.3 kJ/mol. As for the SMILES: COc1cccc(CN2CCNC(=O)[C@@H]2CC(=O)NCCc2ccccn2)c1. As for the calculated total energy: -34302.831 eV. The largest force on an atom comes out at 0.6 eV Å⁻¹.

The geometry in XYZ format:
```
54
Properties=species:S:1:pos:R:3:forces:R:3
C 1.474061 -1.475757 4.195562 -0.110 0.055 0.184
H 1.705609 -2.260626 4.914155 -0.050 0.077 -0.011
O 2.195421 -1.801418 3.032066 0.109 -0.065 -0.322
C 2.118403 -0.961578 1.959404 0.123 0.087 -0.125
C 2.896001 -1.313417 0.856492 -0.018 -0.029 0.197
C 2.877039 -0.531133 -0.278810 0.056 -0.030 0.119
C 2.088397 0.605525 -0.336506 -0.071 0.140 0.055
C 1.305284 0.959532 0.751012 0.145 -0.092 -0.120
C 1.325557 0.177843 1.899744 0.045 -0.094 0.251
H 0.714241 0.476621 2.738209 -0.104 -0.020 0.106
C 0.455518 2.203611 0.718456 0.029 0.104 -0.035
N 0.023482 2.524013 -0.628707 0.108 0.128 0.098
C -0.330401 3.919522 -0.796044 0.122 0.199 0.021
C -1.118551 4.161812 -2.095144 -0.210 0.091 0.351
N -0.904659 3.101332 -3.048276 0.131 0.384 -0.477
C -0.916545 1.799446 -2.703706 0.156 -0.023 0.341
O -0.903738 0.902913 -3.521633 -0.058 -0.457 -0.200
C -0.905370 1.573904 -1.196910 -0.208 -0.141 -0.183
C -2.355931 1.611957 -0.631565 0.245 0.003 0.101
C -2.554220 0.561279 0.449795 -0.328 0.124 -0.489
O -2.687311 0.835603 1.627574 0.113 0.065 0.441
N -2.615534 -0.693690 -0.045698 -0.264 -0.061 -0.185
C -2.557014 -1.850137 0.814901 0.147 -0.093 0.277
H -3.035711 -2.686315 0.299174 -0.020 0.043 0.076
H -3.118080 -1.614245 1.722678 0.016 -0.116 -0.134
C -1.114874 -2.215099 1.198222 -0.225 0.095 -0.062
C -0.243798 -2.548250 0.020260 0.129 -0.281 0.265
N -0.343954 -1.764123 -1.047323 -0.110 0.070 -0.046
C 0.423713 -1.991589 -2.098396 0.246 -0.148 -0.306
C 1.346727 -3.022924 -2.147128 -0.001 -0.064 0.076
C 1.457606 -3.849492 -1.040087 -0.087 0.023 -0.036
C 0.651956 -3.612204 0.060058 0.010 -0.009 -0.149
H 0.718594 -4.235314 0.938866 -0.006 -0.036 0.104
H 2.162798 -4.668534 -1.033152 0.052 -0.055 0.001
H 1.957458 -3.175313 -3.022995 0.044 0.007 -0.096
H 0.277694 -1.309644 -2.926185 0.061 0.046 -0.136
H -0.680584 -1.346204 1.700192 -0.021 -0.067 0.082
H -1.123473 -3.050659 1.899636 0.035 0.015 0.054
H -2.227073 -0.847955 -0.968598 -0.047 0.159 0.158
H -2.572031 2.589412 -0.200900 -0.060 -0.039 0.003
H -3.060824 1.416094 -1.441533 -0.059 0.013 0.016
H -0.490672 0.572874 -1.033653 -0.095 0.148 -0.180
H -0.915371 3.321792 -4.033104 -0.015 -0.163 0.070
H -0.803544 5.104558 -2.546106 -0.069 -0.089 0.059
H -2.190788 4.242976 -1.870759 0.148 0.094 0.003
H -0.921550 4.306965 0.051259 0.024 -0.006 -0.098
H 0.609888 4.482296 -0.823306 -0.124 0.038 0.067
H 1.065029 3.042632 1.073971 -0.096 -0.002 0.002
H -0.394323 2.094463 1.410340 0.065 0.061 0.025
H 2.068543 1.217955 -1.223643 -0.029 0.067 -0.119
H 3.483407 -0.808756 -1.128023 0.057 -0.037 -0.074
H 3.503117 -2.202487 0.918180 0.067 -0.123 0.005
H 0.394697 -1.460900 4.013559 0.028 0.027 -0.002
H 1.785684 -0.509168 4.604123 -0.026 -0.023 -0.025
```
Forces are in eV/Å.

Atom charges from the natural (NBO) analysis, given in e for atoms 1 to 6: number 1, C, carries -0.253; number 2, H, carries 0.199; number 3, O, carries -0.516; number 4, C, carries 0.386; number 5, C, carries -0.281; number 6, C, carries -0.184



Entry from OMol25: C21H26N4O3S3 as an isolated structure (ωB97M-V/def2-TZVPD).

The value obtained for the HOMO energy is -8.0 eV. Its net charge is 0. For the molar mass, the calculation gives 478.7 g mol⁻¹. The energy above the lowest of the compared OMol25 structures with the same formula, charge and spin is 2031.7 kJ/mol. As for the calculated total energy: -66788.349 eV. The largest force on an atom comes out at 18.8 eV Å⁻¹.

The geometry in XYZ format:
```
57
Properties=species:S:1:pos:R:3:forces:R:3
C -7.115907 -1.525596 1.259154 1.824 -4.506 -6.598
H -6.793591 -2.501337 1.619015 -0.437 0.171 0.314
C -6.060035 -1.158998 -0.013143 -3.036 -12.498 4.475
C -4.706764 -1.269656 0.441498 -5.661 -10.097 1.952
H -4.599226 -0.644563 1.079074 1.762 7.833 8.353
H -4.564854 -2.288820 0.963891 -0.105 1.208 -0.687
C -3.902479 -1.106962 -0.536248 9.447 4.806 -15.499
N -2.444963 -0.930287 -0.397686 -2.099 0.463 1.924
C -1.781650 -2.076030 -0.411439 2.867 -0.236 1.570
O -2.162143 -3.205529 -0.696921 -0.594 1.051 -0.108
C -0.337212 -1.849863 0.154372 -1.018 -5.709 -7.076
H -0.293250 -1.738215 1.098664 0.631 1.664 6.494
H 0.359399 -1.533952 -0.542095 1.059 2.459 -0.655
S 0.381932 -3.641668 -0.116935 -2.400 -0.969 -0.184
C 2.052121 -3.393060 -0.200023 -0.884 1.297 2.576
N 2.384502 -2.174010 0.158387 5.077 0.623 -1.670
C 3.823410 -2.106656 0.121411 -7.363 7.942 0.489
C 4.689688 -3.006179 0.098446 8.160 5.339 0.383
C 4.431330 -4.218887 -0.159955 -5.315 -10.632 0.666
O 4.979676 -5.271792 -0.039954 1.786 -0.332 -0.818
N 2.869259 -4.430523 -0.227514 2.671 3.210 -1.307
H 2.425516 -5.269607 -0.069818 -0.291 -2.727 0.005
S 6.333036 -2.182840 0.132957 0.168 -0.976 0.613
C 5.625781 -0.604934 0.333102 7.706 2.120 -2.049
S 6.599395 0.863455 0.034571 -0.913 -2.312 1.333
N 4.404399 -0.666893 0.126680 -6.196 -6.837 1.347
C 3.506998 0.279096 0.149705 -4.162 11.693 -3.667
C 2.509759 0.720921 1.054758 1.663 -10.805 3.846
C 1.558996 1.618009 1.188346 2.186 3.958 -4.231
C 1.847389 2.639766 0.213485 -1.865 2.554 -1.603
C 2.859338 2.688972 -0.833040 -1.175 -12.384 10.953
C 3.648402 1.447957 -0.905486 -2.235 -0.470 4.415
H 4.506864 1.441143 -1.482260 1.242 -0.241 -1.660
H 2.996560 3.218174 -1.541989 1.175 7.738 -8.496
O 0.871596 3.619749 0.212567 1.461 1.470 0.170
C 1.130508 5.059255 -0.530663 -0.809 -5.715 3.693
C 2.228810 5.755149 -0.201359 -3.530 0.029 8.153
H 2.272308 6.668145 -0.367907 0.580 8.304 -3.105
H 1.966781 6.074157 1.014337 0.549 -0.875 -2.332
H 3.042944 5.360931 0.046832 7.059 -3.793 0.588
H 0.209080 5.298586 -0.338929 -4.778 2.795 1.165
H 1.126388 4.670653 -1.380159 0.112 -2.862 -8.029
H 0.743657 1.709350 1.826703 -0.933 -0.070 1.114
H 2.290872 -0.364198 1.843526 0.735 3.336 -1.767
C -1.989174 0.386007 0.076722 3.310 -1.045 2.161
C -1.146116 1.063763 -1.025432 -6.939 1.184 -1.678
H -0.389195 0.489841 -1.430649 1.293 -1.340 -0.759
H -0.809610 1.938637 -0.610008 1.164 2.288 0.640
H -2.032400 1.397442 -1.876498 2.887 -0.902 1.795
H -2.829190 0.956943 0.657879 1.591 -0.949 -1.646
H -1.089154 0.217503 0.858758 -2.370 0.202 -0.924
H -4.024728 0.015068 -1.235756 -0.773 -2.689 2.152
H -3.728458 -1.722942 -1.533498 -2.258 0.074 2.294
H -6.281537 -2.101192 -0.652339 0.284 2.142 0.108
H -6.349765 -0.353755 -0.320864 -2.805 8.985 -4.192
H -8.155735 -1.437032 1.040711 -0.847 -0.868 -1.149
H -7.089572 -0.822688 1.873003 1.341 5.903 6.145
```
Forces are in eV/Å.

Atom charges from the natural (NBO) analysis, given in e for atoms 1 to 6: number 1, C, carries -0.583; number 2, H, carries 0.200; number 3, C, carries -0.301; number 4, C, carries -0.496; number 5, H, carries 0.203; number 6, H, carries 0.210



Entry from OMol25: C21H26N6O4STc as an isolated structure (ωB97M-V/def2-TZVPD).

Its multiplicity is 4. The value obtained for the HOMO energy (spin up / spin down) is -14.8 / -14.8 eV. Its expectation value of S² is 3.7696. Its net charge is +2. For the molar mass, the calculation gives 556.5 g mol⁻¹. As for the calculated total energy: -52348.157 eV. The largest force on an atom comes out at 3.2 eV Å⁻¹.

The geometry in XYZ format:
```
59
Properties=species:S:1:pos:R:3:forces:R:3
Tc -0.132378 0.838483 -0.465697 -0.078 -0.029 -0.375
O 3.711822 0.732483 0.829303 -0.146 -0.079 0.161
C 2.518322 0.619483 0.674103 0.339 -0.109 0.017
N 1.822422 0.988583 -0.442797 -0.019 -0.263 -0.361
C 2.368822 2.101083 -1.174897 0.131 0.266 -0.235
C 1.468922 3.278383 -0.863897 0.566 0.119 -0.212
C 1.890922 4.588083 -1.031897 -0.234 -0.028 0.048
C 1.045822 5.625483 -0.677597 -0.031 -0.274 -0.049
C -0.197878 5.312483 -0.145997 0.049 -0.246 0.034
C -0.546178 3.981983 -0.005797 -0.386 0.454 0.067
N 0.248522 2.973683 -0.379597 0.060 -0.289 -0.080
C 1.591522 0.185283 1.766303 0.441 -0.079 0.535
C 2.081922 -0.222717 2.997403 -0.135 0.111 -0.315
C 1.196022 -0.390317 4.049003 -0.130 0.012 -0.247
C -0.147578 -0.137517 3.818503 0.063 0.071 -0.120
C -0.554778 0.256883 2.554503 -0.387 -0.114 0.362
N 0.285622 0.416483 1.530103 0.231 -0.269 0.506
H 2.376022 1.905783 -2.255197 0.115 0.080 0.092
H 3.399322 2.299583 -0.857297 -0.165 0.027 -0.175
H 2.873722 4.785883 -1.427997 0.135 -0.026 -0.027
H 1.355722 6.649583 -0.805597 0.015 0.149 0.015
H -0.880978 6.085983 0.159903 -0.127 0.052 0.088
H -1.496178 3.718283 0.436403 -0.099 -0.049 -0.024
H 3.145722 -0.355917 3.118803 0.100 -0.005 -0.081
H 1.546122 -0.690517 5.022803 0.030 -0.043 0.136
H -0.869378 -0.220517 4.614503 -0.133 -0.034 0.016
H -1.601278 0.460583 2.377403 -0.038 0.036 -0.061
N -0.399178 1.156483 -2.670297 0.336 -0.004 0.199
C -1.576378 0.633283 -3.395797 -0.617 0.060 -0.169
C -2.896278 1.020283 -2.735797 0.290 -0.350 0.154
C -3.182178 0.283883 -1.430297 -0.307 0.099 -0.480
N -2.392178 0.819683 -0.296797 -0.039 0.023 0.301
H -0.392378 2.166783 -2.807997 0.100 -0.017 0.053
H 0.428622 0.813483 -3.158897 -0.002 0.157 0.051
H -1.502478 -0.455517 -3.451097 0.048 0.030 -0.059
H -1.578978 1.017283 -4.420997 0.130 -0.138 0.094
H -3.691078 0.775483 -3.441897 -0.022 0.106 0.043
H -2.925978 2.098083 -2.564297 -0.100 0.132 -0.081
H -2.947378 -0.776317 -1.552697 -0.035 -0.006 0.100
H -4.251978 0.362983 -1.208797 0.161 -0.080 0.046
H -2.686878 0.300383 0.532003 0.068 0.177 -0.091
H -2.715078 1.777283 -0.142497 0.046 -0.165 0.054
N 0.098522 -1.354417 -1.012597 -0.161 0.625 -0.331
C 0.162322 -2.485117 -0.122897 -0.006 -0.632 0.570
C 1.394722 -3.075617 0.137803 -0.234 0.237 0.063
C 1.452022 -4.266117 0.845203 0.224 0.280 -0.254
C 0.268722 -4.803917 1.277403 -0.015 -0.061 -0.799
C -0.963678 -4.231217 1.093603 -0.300 0.181 -0.189
C -1.010178 -3.035917 0.387303 0.192 0.153 0.111
S 0.381422 -6.601017 1.865203 0.175 1.141 2.945
O -0.761378 -6.677517 2.722503 -0.077 -0.497 -0.053
O 0.232122 -7.041217 0.495503 -0.176 -0.397 -1.671
O 1.690722 -6.616517 2.437403 0.073 -0.578 -0.062
H 1.003222 -1.316217 -1.488697 -0.207 0.132 -0.048
H -0.602978 -1.569517 -1.721997 0.159 -0.001 -0.016
H 2.301722 -2.655417 -0.269797 0.183 0.103 -0.019
H 2.384022 -4.771917 1.029003 0.157 -0.113 -0.094
H -1.856278 -4.706817 1.469603 -0.087 -0.090 -0.087
H -1.965978 -2.572117 0.186803 -0.124 0.051 0.005
```
Forces are in eV/Å.

Atom charges from the natural (NBO) analysis, given in e for atoms 1 to 6: number 1, Tc, carries 1.055; number 2, O, carries -0.531; number 3, C, carries 0.617; number 4, N, carries -0.579; number 5, C, carries -0.285; number 6, C, carries 0.232